# 1
{
  "formula": "C4H24N3O5",
  "method": "the ωB97M-V functional and the def2-TZVPD basis",
  "largest_force_ev_per_a": 5.220,
  "total_charge": 1,
  "e_above_lowest_kj_mol": 298.0,
  "homo_ev": -11.63,
  "multiplicity": 1,
  "lumo_ev": -2.63,
  "symbols": ["N", "C", "C", "N", "C", "C", "N", "H", "H", "H", "H", "H", "H", "H", "H", "H", "H", "H", "H", "H", "H", "H", "H", "O", "H", "H", "O", "H", "H", "O", "H", "H", "O", "H", "H", "O"],
  "positions_angstrom": [[1.717, 1.106, -0.293], [1.391, 0.906, 1.185], [0.201, -0.001, 1.370], [0.244, -0.725, 0.164], [-0.239, -2.197, 0.117], [-0.447, -2.670, -1.352], [-1.847, -2.174, -1.846], [0.767, 1.328, -0.683], [2.147, 0.279, -0.816], [2.474, 1.922, -0.524], [1.126, 1.882, 1.546], [2.333, 0.518, 1.755], [-0.764, 0.717, 1.385], [0.053, -0.486, 2.361], [-0.379, -0.247, -0.499], [0.441, -2.733, 0.764], [-1.278, -2.301, 0.605], [-0.286, -3.723, -1.527], [0.237, -2.065, -1.933], [-2.735, -2.662, -1.640], [-1.986, -1.259, -1.507], [0.085, 1.523, -3.435], [-0.721, 1.344, -2.142], [0.163, 1.311, -2.504], [4.222, -1.870, 0.943], [3.808, -2.168, -0.476], [4.230, -1.363, 0.088], [-3.336, 3.010, 0.949], [-2.702, 1.892, 1.690], [-2.857, 2.181, 0.853], [-2.736, 1.173, -0.626], [-3.174, 0.547, -1.843], [-2.382, 0.807, -1.401], [0.128, 2.515, 3.596], [0.267, 1.032, 4.194], [0.317, 1.582, 3.435]],
  "nbo_charge": [-0.7228, -0.2130, -0.2367, -0.6921, -0.2263, -0.2310, -0.8707, 0.4653, 0.4763, 0.4501, 0.2242, 0.2339, 0.1641, 0.2429, 0.3687, 0.1973, 0.1791, 0.2234, 0.1974, 0.3699, 0.3504, 0.5007, 0.5025, -1.0011, 0.4750, 0.4739, -0.9460, 0.4952, 0.4777, -0.9527, 0.5010, 0.4894, -0.9815, 0.4966, 0.4947, -0.9757]
}



# 2
{
  "formula": "AgH10O7",
  "method": "the ωB97M-V functional and the def2-TZVPD basis",
  "largest_force_ev_per_a": 2.308,
  "s2": 0.758,
  "total_charge": -2,
  "e_above_lowest_kj_mol": 0.0,
  "homo_ev": [1.07, 1.21],
  "multiplicity": 2,
  "lumo_ev": [5.50, 5.51],
  "symbols": ["Ag", "O", "H", "O", "H", "O", "H", "O", "H", "O", "H", "H", "O", "H", "H", "O", "H", "H"],
  "positions_angstrom": [[0.704, 0.224, 0.047], [1.485, 1.513, 1.674], [0.915, 1.586, 2.449], [2.756, -0.673, -0.910], [3.453, -0.767, -0.248], [0.884, 1.867, -1.366], [-0.050, 1.902, -1.616], [-0.258, -1.185, -1.409], [-0.919, -1.658, -0.887], [-2.081, 0.467, -1.965], [-1.278, -0.189, -1.745], [-2.158, 0.421, -2.922], [0.829, -1.603, 1.606], [1.287, -1.134, 2.317], [0.254, -2.257, 2.014], [-1.583, 0.358, 0.995], [-1.864, 1.243, 1.246], [-2.376, -0.116, 0.721]],
  "mulliken_spin": [0.4523, 0.0946, -0.0009, 0.0058, -0.0004, 0.3673, -0.0100, 0.0675, -0.0012, -0.0008, 0.0009, 0.0005, 0.0144, -0.0015, 0.0042, 0.0124, -0.0020, -0.0031]
}



# 3
{
  "formula": "C28H26N3O5PbSi",
  "method": "the ωB97M-V functional and the def2-TZVPD basis",
  "largest_force_ev_per_a": 0.509,
  "total_charge": -1,
  "e_above_lowest_kj_mol": 45.2,
  "homo_ev": -4.33,
  "multiplicity": 1,
  "lumo_ev": 2.38,
  "symbols": ["Pb", "O", "C", "O", "C", "C", "C", "C", "C", "N", "H", "H", "H", "H", "C", "C", "N", "O", "C", "C", "N", "O", "H", "H", "H", "H", "H", "H", "H", "O", "Si", "C", "C", "C", "C", "C", "C", "C", "C", "C", "C", "C", "C", "C", "C", "C", "C", "C", "C", "H", "H", "H", "H", "H", "H", "H", "H", "H", "H", "H", "H", "H", "H", "H"],
  "positions_angstrom": [[0.362, 0.227, -0.552], [1.432, 4.345, -0.559], [1.348, 3.165, -0.845], [2.116, 2.195, -0.695], [-1.016, 2.680, -0.607], [-1.859, 3.892, -0.627], [-3.201, 3.782, -0.535], [-3.836, 2.507, -0.488], [-3.038, 1.421, -0.738], [-1.715, 1.474, -0.913], [-1.347, 4.837, -0.746], [-3.809, 4.681, -0.544], [-4.907, 2.403, -0.402], [-3.478, 0.435, -0.861], [0.662, 2.569, 4.218], [-0.032, 1.939, 3.039], [-0.384, 0.716, 2.931], [-0.145, -0.136, 3.985], [-0.395, 2.787, 1.858], [-0.715, 4.245, 2.090], [-0.352, 2.231, 0.728], [0.094, 2.750, -1.491], [1.238, 1.860, 4.815], [-0.051, 3.066, 4.880], [1.371, 3.317, 3.865], [0.298, 0.348, 4.701], [-0.487, 4.561, 3.104], [-1.773, 4.427, 1.896], [-0.144, 4.847, 1.383], [0.318, -1.894, 0.392], [0.286, -3.349, 1.036], [1.828, -3.666, 2.093], [2.064, -2.664, 3.044], [3.159, -2.704, 3.892], [4.060, -3.757, 3.816], [3.849, -4.764, 2.888], [2.747, -4.716, 2.042], [-0.075, -4.639, -0.318], [-1.265, -4.395, -1.019], [-1.690, -5.212, -2.053], [-0.932, -6.315, -2.423], [0.249, -6.582, -1.751], [0.667, -5.752, -0.715], [-1.178, -3.527, 2.217], [-1.382, -4.665, 2.998], [-2.487, -4.783, 3.828], [-3.416, -3.752, 3.895], [-3.229, -2.607, 3.135], [-2.117, -2.498, 2.307], [1.368, -1.834, 3.118], [3.313, -1.910, 4.614], [4.920, -3.792, 4.474], [4.545, -5.593, 2.820], [2.618, -5.523, 1.338], [-1.870, -3.539, -0.743], [-2.615, -4.991, -2.572], [-1.259, -6.958, -3.231], [0.852, -7.437, -2.033], [1.598, -5.992, -0.225], [-0.663, -5.479, 2.957], [-2.625, -5.677, 4.425], [-4.279, -3.841, 4.544], [-3.943, -1.794, 3.192], [-1.960, -1.593, 1.731]],
  "nbo_charge": [1.5663, -0.7170, 0.9726, -0.7824, 0.4820, -0.3222, -0.1849, -0.4380, 0.0710, -0.6908, 0.2249, 0.1959, 0.2026, 0.1814, -0.6927, 0.1478, -0.0615, -0.5335, 0.2899, -0.7010, -0.5241, -0.6307, 0.2063, 0.2323, 0.2475, 0.4412, 0.2039, 0.2540, 0.2696, -1.3824, 1.9080, -0.3955, -0.2043, -0.2301, -0.2105, -0.2330, -0.2243, -0.3830, -0.2162, -0.2105, -0.2273, -0.2266, -0.2268, -0.4046, -0.2279, -0.2189, -0.2294, -0.2238, -0.2098, 0.2302, 0.1991, 0.1988, 0.2001, 0.1945, 0.2156, 0.2028, 0.2008, 0.2001, 0.1942, 0.2025, 0.1973, 0.1984, 0.2048, 0.2272]
}



# 4
{
  "formula": "C20H24N6O6PdS",
  "method": "the ωB97M-V functional and the def2-TZVPD basis",
  "largest_force_ev_per_a": 3.752,
  "total_charge": 0,
  "e_above_lowest_kj_mol": 104.6,
  "homo_ev": -7.26,
  "multiplicity": 1,
  "lumo_ev": -1.74,
  "symbols": ["Pd", "O", "C", "O", "C", "C", "C", "N", "C", "C", "C", "O", "O", "H", "H", "H", "S", "C", "C", "N", "C", "H", "H", "H", "O", "C", "C", "C", "C", "C", "C", "N", "H", "H", "H", "H", "H", "H", "H", "H", "H", "H", "H", "C", "N", "C", "C", "O", "N", "C", "N", "H", "H", "H", "H", "H", "H", "H"],
  "positions_angstrom": [[-0.622, -0.069, 0.945], [-2.289, 0.145, -5.814], [-2.167, 1.190, -5.147], [-2.273, 2.402, -5.392], [-1.803, 0.885, -3.670], [-2.729, 0.236, -2.849], [-2.388, -0.074, -1.554], [-1.187, 0.255, -1.056], [-0.304, 0.910, -1.821], [-0.560, 1.226, -3.133], [0.889, 1.409, -1.068], [1.990, 1.486, -1.594], [0.586, 1.720, 0.146], [-3.708, -0.029, -3.227], [-3.068, -0.592, -0.892], [0.196, 1.742, -3.707], [-0.123, -1.079, 5.374], [-1.028, 0.370, 5.246], [-1.293, 0.638, 3.947], [-0.786, -0.293, 3.071], [-0.142, -1.246, 3.682], [-1.316, 0.932, 6.120], [-1.868, 1.471, 3.575], [0.364, -2.055, 3.170], [-2.393, -1.374, 1.090], [-2.232, -2.556, 0.688], [-3.370, -3.534, 0.864], [-3.014, -4.861, 1.586], [-1.574, -4.925, 2.103], [-0.578, -5.213, 0.977], [-0.877, -4.373, -0.268], [-1.135, -2.978, 0.065], [-3.781, -3.729, -0.131], [-4.134, -2.996, 1.418], [-3.185, -5.708, 0.918], [-3.697, -4.985, 2.426], [-1.489, -5.704, 2.860], [-1.324, -3.977, 2.589], [-0.633, -6.267, 0.697], [0.439, -5.008, 1.320], [-1.745, -4.771, -0.794], [-0.034, -4.401, -0.953], [-0.343, -2.345, 0.052], [4.636, 1.834, 0.419], [3.723, 0.864, 0.998], [3.542, -0.466, 0.450], [2.224, -0.869, 1.094], [1.590, -1.898, 0.851], [1.810, 0.121, 1.932], [2.651, 1.150, 1.738], [2.467, 2.344, 2.336], [5.567, 1.332, 0.165], [4.856, 2.615, 1.145], [4.204, 2.264, -0.488], [4.354, -1.139, 0.728], [3.438, -0.440, -0.637], [1.508, 2.462, 2.624], [2.812, 3.140, 1.821]],
  "nbo_charge": [1.0373, -0.7215, 0.7351, -0.7131, 0.0266, -0.2357, 0.0232, -0.4435, 0.0967, -0.2128, 0.7436, -0.6587, -0.7809, 0.2389, 0.2123, 0.2539, 0.4931, -0.4419, -0.0436, -0.4762, -0.1126, 0.2588, 0.2366, 0.2585, -0.6509, 0.7197, -0.5122, -0.3995, -0.4024, -0.4094, -0.2246, -0.5827, 0.2450, 0.2463, 0.2092, 0.2240, 0.2244, 0.1926, 0.2140, 0.2200, 0.2031, 0.2354, 0.4406, -0.4212, -0.3837, -0.3309, 0.6701, -0.7018, -0.6864, 0.7000, -0.7744, 0.2173, 0.2055, 0.2399, 0.2271, 0.2593, 0.4110, 0.4017]
}



# 5
{
  "formula": "C6H10",
  "method": "the ωB97M-V functional and the def2-TZVPD basis",
  "largest_force_ev_per_a": 2.837,
  "total_charge": 0,
  "e_above_lowest_kj_mol": 249.1,
  "smiles": "C=C/C(C)=C/C",
  "homo_ev": -8.07,
  "multiplicity": 1,
  "lumo_ev": 0.60,
  "symbols": ["C", "C", "C", "C", "C", "C", "H", "H", "H", "H", "H", "H", "H", "H", "H", "H"],
  "positions_angstrom": [[0.996, -1.600, 1.689], [1.384, -0.810, 0.646], [0.406, 0.009, -0.168], [0.868, 0.541, -1.547], [-0.817, 0.184, 0.441], [-1.962, 0.939, -0.227], [0.174, -2.259, 1.526], [1.334, -1.536, 2.681], [2.459, -0.653, 0.556], [0.296, 0.208, -2.559], [0.802, 1.630, -1.539], [1.876, 0.083, -1.686], [-1.050, -0.105, 1.461], [-2.199, 1.895, 0.335], [-1.674, 1.139, -1.284], [-2.893, 0.335, -0.326]],
  "nbo_charge": [-0.3953, -0.1958, -0.0615, -0.6573, -0.1434, -0.6595, 0.1856, 0.1979, 0.1937, 0.2225, 0.2258, 0.2249, 0.2084, 0.2194, 0.2110, 0.2234]
}